Density functional theory data (ωB97M-V/def2-TZVPD) for a molecular structure, C11H14N2OPSm.

Last column: Mulliken charge in e.
Cartesian coordinates (Å):
C1 0.186 -0.955 -3.596  -0.8092
C2 -0.640 -0.188 -4.383  -0.0695
C3 -0.705 1.236 -4.225  -0.7085
C4 0.331 1.881 -3.456  0.1679
C5 1.150 1.173 -2.616  -0.9931
Sm1 -0.792 0.314 -2.002  0.6829
P1 0.087 -2.377 -1.051  -0.0775
H1 0.313 -2.016 -3.827  0.3002
H2 -1.336 -0.668 -5.089  0.2952
H3 -1.456 1.835 -4.750  0.3609
H4 1.970 1.676 -2.096  0.3687
H5 0.366 2.982 -3.496  0.2574
H6 1.364 -2.532 -0.454  0.0866
H7 0.135 -3.503 -1.926  0.0793
H8 -0.680 -3.005 -0.015  0.0578
N1 -0.410 -0.806 5.213  -0.3778
C6 -0.592 -1.157 3.895  0.3728
O1 -1.018 -2.258 3.554  -0.6086
C7 -0.195 -0.118 2.885  0.3152
C8 0.570 1.026 3.187  -0.2462
C9 0.912 1.882 2.139  -0.9093
C10 0.490 1.599 0.830  -0.0865
N2 -0.300 0.541 0.558  -0.3553
C11 -0.618 -0.314 1.558  -0.2248
H9 -0.748 -1.466 5.901  0.2479
H10 -0.316 0.157 5.508  0.1858
H11 0.872 1.240 4.221  0.3072
H12 1.522 2.763 2.309  0.3792
H13 0.770 2.228 -0.027  0.4214
H14 -1.231 -1.170 1.250  0.5801

- frontier orbital gap (spin up / spin down) (Ha) = 0.1862 / 0.1887
- maximum force (eV/Å) = 2.42
- spin multiplicity = 6